The following is a DFT calculation (the ωB97M-V functional and the def2-TZVPD basis) of 12 unconnected molecules or ions with the total composition C54H116O18S6 in a non-equilibrium geometry.

Structure (XYZ):
```
194
Properties=species:S:1:pos:R:3:forces:R:3
S 1.476 0.121 0.067 -2.26 -0.16 0.21
S 5.909 1.687 4.722 0.95 1.85 -1.47
S 4.353 6.512 2.799 0.05 -0.73 -2.34
S -4.535 -4.153 5.929 -2.14 0.30 2.06
S -4.988 1.382 -0.187 -0.17 1.01 -0.74
S 1.015 -3.799 4.036 0.00 0.92 0.27
O -3.356 -4.737 6.574 -1.19 0.86 -1.81
O 1.998 1.341 0.667 0.07 -1.32 -0.82
O 2.853 5.768 2.653 2.01 0.63 0.09
O -4.618 2.040 -1.654 -0.86 -0.07 1.27
O 0.675 -3.099 2.776 0.40 -1.69 2.69
O 4.576 6.710 4.207 -0.48 0.21 -1.18
O 1.134 -3.035 5.297 -0.61 -1.51 -2.45
O 5.134 0.989 5.677 -0.51 -0.65 0.37
O 6.075 3.129 4.870 0.00 -2.25 -0.74
O 5.302 1.433 3.182 1.15 1.94 3.07
O 0.635 0.502 -1.277 1.71 -1.27 0.01
O -3.739 1.470 0.561 -1.84 -0.57 -1.07
O -5.706 0.139 -0.462 1.06 1.62 0.88
O 4.446 7.617 1.802 -0.30 -2.45 2.41
O -4.196 -3.046 4.745 -0.83 -0.63 2.48
O -5.527 -3.538 6.848 2.20 -1.00 -2.50
O -0.049 -5.065 4.226 1.30 1.02 -1.16
O 2.257 -1.037 -0.302 -0.06 1.49 0.41
C 6.163 4.285 -2.671 -0.73 -0.03 0.18
C 0.080 -0.427 1.138 1.10 -0.01 -0.82
C 0.298 -4.998 -2.986 0.50 0.42 -0.41
C 0.086 7.317 -1.282 1.01 0.58 -0.42
C 5.413 -0.153 1.504 0.02 -0.01 0.37
C 0.430 -5.813 0.792 0.77 -1.12 -0.19
C -4.098 -2.246 -2.891 1.03 -0.49 0.59
C 1.672 0.587 5.618 1.10 -0.52 0.22
C 0.135 4.749 -5.213 1.15 -1.22 -0.03
C 6.489 2.957 -2.444 0.77 0.28 0.54
C -4.689 -3.058 -4.017 -0.40 0.92 -0.42
C -5.372 -2.114 -5.089 0.11 -2.42 -0.28
C -0.138 -5.181 -1.535 1.69 0.20 -0.34
C 4.322 2.525 -1.506 1.45 -0.35 -0.81
C 4.862 4.741 -2.402 1.83 -0.44 0.81
C 1.399 5.208 -4.397 -0.82 0.59 -0.77
C 5.627 2.071 -1.808 -1.26 0.83 -0.86
C -0.409 -0.722 -6.559 -2.25 0.07 0.96
C -5.689 2.152 -2.620 -0.04 -0.05 -1.41
C 0.584 -1.599 -6.816 1.05 -0.19 0.09
C 1.247 6.467 -3.455 -0.42 -1.90 0.14
C -0.108 -5.634 5.538 -1.34 0.00 1.96
C -3.034 -3.202 3.994 1.49 -0.60 -2.61
C -1.961 -2.041 -7.950 0.91 0.98 1.28
C 1.209 -3.752 -3.256 -1.18 0.17 -0.56
C -1.305 1.285 4.553 -0.11 0.91 -0.43
C -1.026 -6.897 5.593 0.58 1.36 -1.12
C 4.001 3.863 -1.770 -0.81 -0.01 -0.15
C 0.554 -2.435 -2.836 0.36 -0.37 0.51
C -5.845 -3.002 -6.294 0.69 1.14 -0.02
C -2.841 -1.974 3.054 0.43 -0.92 1.33
C -0.879 -2.839 -8.256 0.53 -0.56 -0.72
C -2.799 -2.313 -0.597 -1.18 -1.02 -0.01
C 0.540 1.356 6.247 -0.64 0.41 1.08
C -1.194 1.575 -2.488 0.96 0.82 1.81
C -5.716 0.973 -3.578 -0.38 -0.11 0.09
C -0.451 2.199 5.455 -0.10 -1.37 -0.52
C 0.433 3.577 -6.245 -0.41 0.60 0.09
C 0.361 -2.641 -7.671 0.48 -0.57 -0.18
C -0.014 1.739 -1.448 -1.80 0.56 -0.02
C 0.461 6.103 -2.156 0.18 0.98 0.38
C 1.273 4.438 1.598 -1.68 -0.56 0.25
C 1.041 -5.521 -0.575 -1.18 0.41 0.15
C 2.564 -4.729 3.851 -0.81 0.27 -0.40
C 2.584 5.057 1.420 0.31 0.58 -0.48
C 7.515 0.824 4.569 -0.63 0.42 -0.17
C 5.426 5.066 2.233 -0.94 0.74 0.46
C -1.957 2.020 3.373 -0.36 -0.58 0.59
C -3.423 -3.155 -1.772 -0.35 1.77 -0.23
C -6.195 2.672 0.480 0.87 -1.29 -0.47
C -1.718 -1.029 -6.988 0.09 0.41 -1.05
C 4.837 0.161 2.900 -0.41 -1.66 -2.92
C -5.438 -5.357 4.824 1.15 1.46 0.70
C 2.523 -0.285 6.598 -0.98 1.20 -0.50
H -1.215 -7.273 6.598 0.42 0.23 0.01
H 3.665 1.715 -1.227 -0.57 0.63 0.56
H 1.521 -1.462 -6.297 0.32 -0.05 -0.30
H 0.824 7.358 -3.919 -0.10 -0.20 -0.37
H 5.077 -0.640 3.600 0.04 0.38 0.37
H -4.807 -1.512 -2.509 -0.36 -0.55 0.70
H -3.402 -1.551 -3.361 0.79 -0.17 0.07
H -2.162 -1.466 -0.854 0.23 -0.33 -0.49
H -5.687 3.622 0.648 0.20 -0.30 -0.04
H 2.202 -3.682 -2.813 0.00 -0.89 0.40
H -1.224 2.130 2.573 -0.12 0.29 -0.07
H 1.082 2.750 -5.956 0.16 0.25 0.71
H 0.985 3.899 0.696 0.01 0.00 -0.10
H 8.088 0.989 5.482 -0.20 0.06 -0.03
H -6.329 -2.387 -7.052 -0.59 -0.04 0.16
H 1.217 -3.265 -7.879 -0.20 -0.40 -0.26
H 3.774 0.167 2.662 -0.34 0.25 0.95
H 1.778 -4.738 -0.397 -0.23 0.56 -0.57
H 1.135 5.487 -1.559 -0.11 -0.30 0.09
H 3.183 -0.829 5.922 0.20 -0.30 0.63
H -2.616 -1.127 3.703 -0.39 0.35 -0.33
H -0.051 0.619 6.791 -0.25 -0.23 0.10
H 1.335 -0.167 4.907 -0.52 0.30 -0.36
H -0.625 -4.930 -3.563 -0.10 0.65 -0.28
H -0.377 5.532 -5.773 0.30 0.29 0.10
H 8.058 1.191 3.698 -0.15 0.15 0.12
H 0.720 -5.902 -3.425 0.49 -0.20 0.38
H -6.570 2.237 1.406 -0.02 0.12 -0.08
H -6.206 -1.568 -4.647 -0.06 -0.19 0.10
H -6.711 2.301 -2.271 0.15 -0.43 1.05
H 1.856 -0.923 7.177 0.23 -0.28 -0.07
H -6.987 2.784 -0.260 0.06 -0.12 0.20
H -3.579 -1.880 0.029 -0.30 0.08 -0.18
H -2.795 1.422 3.014 0.04 0.03 -0.35
H 5.037 4.151 2.679 -0.06 0.27 0.40
H -1.994 -6.615 5.179 0.01 -0.20 -0.10
H -2.048 0.829 5.207 -0.22 -0.03 -0.05
H -1.950 -2.142 2.448 0.00 -0.15 0.00
H -6.443 -3.872 -6.024 -0.10 0.23 0.11
H -0.473 5.553 -2.274 0.16 -0.33 -0.69
H -2.376 2.980 3.674 0.18 0.16 -0.08
H -0.368 7.073 -0.322 -0.04 -0.15 -0.13
H -5.384 -3.809 -3.642 -0.50 0.19 0.05
H -1.591 2.583 -2.611 0.23 0.19 -0.52
H -0.495 3.090 -6.545 -0.23 0.10 0.08
H 2.593 -5.166 2.853 -0.08 0.18 0.06
H -4.195 -3.852 -1.447 -0.32 0.32 0.65
H -0.831 1.146 -3.422 -0.31 -0.07 0.12
H 0.505 5.180 1.816 -0.06 -0.02 0.06
H -0.535 -7.641 4.965 -0.31 -0.31 0.10
H -0.621 -4.251 -1.235 -0.06 -0.01 0.32
H 1.254 -5.999 1.481 -0.19 0.32 0.44
H -0.223 -1.441 0.874 0.31 0.04 -0.15
H 5.849 1.022 -1.686 0.24 0.00 0.13
H 6.500 -0.229 1.521 0.04 -0.35 0.01
H -2.693 -3.882 -2.129 0.39 0.50 -0.69
H -2.134 -3.533 4.513 -0.03 0.98 0.90
H 1.302 3.703 2.403 -0.06 0.02 0.07
H 2.537 -5.537 4.582 0.21 0.29 0.12
H 0.708 -2.360 -1.760 -0.05 0.57 -0.02
H 3.073 0.378 7.267 0.21 -0.26 0.02
H -4.783 0.729 -4.086 0.20 0.21 0.37
H 3.378 -4.017 3.984 -0.09 -0.16 0.18
H 6.972 4.940 -2.959 -0.21 0.22 -0.42
H 3.246 4.234 1.151 0.70 0.28 0.51
H 2.564 5.750 0.579 0.19 0.28 0.03
H -0.515 -4.814 6.131 -0.16 -0.35 0.46
H 2.256 5.366 -5.051 -0.16 0.36 -0.46
H 4.644 5.796 -2.473 -0.28 0.00 -0.22
H -2.042 1.096 -2.000 0.24 -0.75 -0.34
H -0.506 8.079 -1.789 -0.53 -0.37 -0.22
H 1.420 -3.613 -4.317 -0.18 -0.66 -0.32
H 0.994 7.889 -1.092 0.27 -0.09 0.41
H -2.297 -3.007 0.076 0.46 0.10 -0.01
H 0.632 2.568 -1.736 0.48 -0.33 -0.18
H -3.108 -4.078 3.350 -0.65 -0.27 -0.45
H -0.764 0.236 0.948 0.17 0.24 0.41
H 0.037 3.041 4.964 0.02 -0.11 -0.39
H -6.431 1.185 -4.373 -0.17 0.07 -0.01
H -0.592 4.379 -4.490 -0.12 -0.05 0.05
H 0.789 2.076 7.027 1.17 -0.32 0.28
H 0.844 -5.885 6.006 0.44 0.09 -0.59
H 2.290 6.685 -3.227 -0.09 0.41 0.50
H -5.573 3.087 -3.168 0.84 0.06 0.06
H 0.509 -0.422 2.140 -0.42 0.18 0.08
H 0.862 3.936 -7.180 0.10 0.35 0.07
H -6.080 0.098 -3.040 0.15 -0.03 -0.12
H 5.331 4.919 1.157 0.36 0.54 0.01
H -0.927 -3.622 -8.998 -0.33 -0.12 -0.07
H -2.556 -0.417 -6.686 0.01 0.25 0.07
H -0.163 0.075 -5.874 -0.53 0.31 0.03
H -4.691 -5.467 4.038 -0.30 -0.63 -0.13
H -0.518 -2.334 -3.009 -0.04 -0.16 -0.38
H -5.735 -6.263 5.352 0.29 0.19 -0.05
H -0.405 1.991 -0.462 -0.42 0.43 -0.04
H 7.515 2.721 -2.684 0.06 -0.55 0.04
H 2.414 1.206 5.113 -0.21 0.36 -0.25
H -0.083 -6.774 0.759 -0.44 0.07 0.01
H 1.635 -6.345 -0.970 -0.23 -0.33 0.05
H -3.692 -1.849 2.385 -0.03 0.23 0.31
H -2.912 -2.143 -8.451 -0.12 -0.13 0.24
H -4.681 -1.365 -5.477 0.24 -0.05 0.14
H 6.432 5.246 2.613 -0.11 0.14 -0.28
H 1.759 4.338 -3.847 -0.28 -0.02 0.56
H -1.120 2.617 6.208 -0.09 0.28 -0.10
H 4.917 -1.044 1.119 0.29 -0.12 -0.15
H -0.243 -5.026 1.133 0.21 -0.04 0.08
H -4.973 -3.347 -6.850 0.26 -0.33 0.30
H 1.113 -1.671 -3.377 -0.28 0.48 0.42
H 3.057 4.327 -1.525 -0.48 -0.55 0.21
H 5.187 0.678 0.836 -0.20 0.01 0.04
H 7.299 -0.237 4.441 -0.05 0.08 0.09
H -6.285 -4.781 4.453 0.05 -0.14 0.10
H -0.885 -5.974 -1.497 -0.01 -0.10 0.18
H -3.885 -3.679 -4.413 0.12 0.21 -0.63
H -0.762 0.450 4.111 0.44 -0.02 0.25
```
Positions in Å, forces in eV/Å.

Values from the calculation:
E_HOMO   -9.32 eV
SMILES string   CCOS(C)(=O)=O.CCOS(C)(=O)=O.CCOS(C)(=O)=O.CCOS(C)(=O)=O.CCOS(C)(=O)=O.CCOS(C)(=O)=O.c1ccccc1.c1ccccc1.CCCCCC.CCCCCC.CCCCCC.CCCCCC
Net charge   0
Orbital gap   9.41 eV
E   -159739.5697 eV